Formula: C23H40CsGeN6O6PS2
Source: OMol25
Level of theory: the ωB97M-V functional and the def2-TZVPD basis

Structure (XYZ):
```
80
Properties=species:S:1:pos:R:3:forces:R:3
Cs 2.735864 -1.220089 1.891333 -0.17 -0.07 -0.21
N 0.901426 1.400153 1.842574 -0.03 -0.07 -0.11
N 1.127339 2.351520 2.856929 0.08 0.00 -0.08
C 1.716068 1.943001 3.999266 -0.03 0.14 -0.20
N 2.176779 2.896468 4.815665 -0.03 -0.01 0.06
N 1.755014 0.624914 4.180573 -0.10 -0.06 0.00
N 2.300724 0.112704 5.297142 0.10 -0.09 -0.20
O 2.462042 0.762862 6.334089 0.00 -0.02 -0.01
O 2.604537 -1.073281 5.199323 0.04 0.11 0.33
H 1.221957 1.832218 0.977193 0.04 0.04 0.01
H -0.097922 1.241163 1.753164 -0.02 0.00 0.03
H 1.388790 3.264128 2.479932 -0.01 -0.02 0.08
H 2.236525 3.843168 4.487375 0.04 0.00 -0.02
H 2.502403 2.629969 5.728711 0.03 -0.05 -0.02
C 5.611999 4.736416 -2.628525 0.02 -0.01 0.00
C 4.718582 5.147316 -1.477663 0.00 0.00 0.01
O 4.894461 4.250076 -0.372974 0.04 0.05 0.04
P 3.743787 3.190681 -0.010668 -0.08 0.06 0.11
S 4.375641 2.060234 1.462353 0.01 -0.04 0.11
S 1.992060 4.123569 0.199208 0.02 -0.05 0.01
O 3.744295 2.381891 -1.406469 0.05 0.05 -0.21
C 2.894587 1.252919 -1.596436 -0.05 -0.11 0.06
C 2.722796 1.020295 -3.079025 -0.01 0.02 -0.01
H 5.518084 5.451266 -3.449361 0.00 0.00 0.00
H 5.330605 3.747428 -2.987510 0.00 0.00 0.00
H 6.655189 4.707176 -2.310999 0.00 0.00 0.00
H 3.668779 5.168963 -1.775511 -0.01 0.00 0.00
H 4.981043 6.141005 -1.110404 0.01 0.00 0.00
H 1.928112 1.436254 -1.123502 -0.07 0.00 -0.01
H 3.352060 0.382851 -1.116459 0.01 0.01 0.00
H 2.187575 1.854300 -3.536337 0.01 0.00 -0.01
H 2.158874 0.102313 -3.252246 -0.03 -0.01 0.04
H 3.696937 0.919278 -3.560803 -0.01 0.01 0.00
O 1.975642 -2.678547 -0.979852 0.04 0.04 0.00
C 0.845750 -2.286840 -0.625035 0.20 0.08 0.05
O 0.274072 -2.472769 0.472570 -0.05 0.06 0.10
C 0.129140 -1.402484 -1.640330 -0.04 0.08 0.07
C -0.125131 -1.888436 -2.952116 0.01 0.00 -0.01
C -0.754515 -1.081209 -3.845051 0.01 -0.02 -0.02
C -1.100114 0.240967 -3.466914 0.05 0.01 0.02
C -1.718728 1.160822 -4.343006 -0.02 0.03 -0.01
C -1.988260 2.436613 -3.931448 -0.01 -0.03 -0.02
C -1.650239 2.845601 -2.623945 0.01 0.00 0.04
C -1.060944 1.972205 -1.753038 0.00 0.03 0.00
C -0.774765 0.646889 -2.154779 0.04 -0.05 -0.01
N -0.185935 -0.192644 -1.253055 0.01 0.00 -0.02
H 0.189686 -2.892266 -3.203510 0.01 0.01 0.00
H -0.985927 -1.423285 -4.848176 0.00 0.00 0.00
H -1.967565 0.839847 -5.348532 0.00 0.00 0.00
H -2.456019 3.139333 -4.609436 0.00 0.00 0.00
H -1.851252 3.862111 -2.310190 0.00 0.00 -0.01
H -0.784595 2.275884 -0.750313 0.02 -0.01 -0.02
C -2.949559 -5.293960 3.202048 0.00 -0.01 -0.02
C -3.231753 -4.094182 4.099304 -0.01 0.01 0.00
C -3.214072 -2.759827 3.347981 0.00 -0.03 0.01
C -1.835544 -2.378314 2.806504 -0.04 -0.01 0.03
Ge -1.872391 -0.721022 1.745038 -0.12 -0.06 0.00
C -3.118013 -0.946979 0.221605 0.01 0.00 0.08
C -2.995418 -2.303783 -0.464711 -0.04 -0.03 -0.02
C -3.676138 -2.342145 -1.829372 -0.01 0.03 0.02
C -3.535569 -3.694950 -2.514138 0.01 -0.02 -0.01
H -3.006706 -6.231215 3.758899 0.00 0.00 0.00
H -1.957635 -5.234385 2.753448 0.00 0.00 0.00
H -3.675666 -5.344672 2.385925 0.00 0.00 0.01
H -2.494176 -4.056513 4.907413 0.01 0.00 0.00
H -4.208203 -4.223677 4.577566 0.00 0.00 0.00
H -3.574613 -1.971016 4.015179 0.01 0.01 0.00
H -3.940022 -2.814147 2.527005 0.02 0.00 -0.01
H -1.425409 -3.139722 2.143580 -0.01 -0.01 -0.01
H -1.129192 -2.257251 3.632670 0.01 0.01 -0.01
H -2.490002 0.400328 2.668779 0.01 -0.01 -0.03
H -2.925976 -0.143104 -0.493210 0.02 0.01 0.01
H -4.133279 -0.789340 0.602858 -0.01 -0.02 -0.03
H -3.427857 -3.084795 0.172978 0.01 0.01 0.01
H -1.941690 -2.569897 -0.576076 -0.01 -0.01 0.00
H -3.240106 -1.561119 -2.461796 -0.01 -0.02 0.02
H -4.735637 -2.086454 -1.714452 0.00 -0.01 -0.01
H -2.481351 -3.948989 -2.650879 -0.01 0.01 0.01
H -4.013857 -3.706584 -3.495915 0.00 0.00 0.00
H -3.987453 -4.487187 -1.912014 0.00 0.00 0.00
```
Positions in Å, forces in eV/Å.

Calculated values
Total energy = -4915.29776 Eh
Expectation value of S² = 0.7515
Net charge = -1
Multiplicity = 2
Kohn-Sham gap (spin up / spin down) = 0.2432 / 0.2754 hartree